This record from OMol25 describes C2H4O2Sm as an isolated structure at a distorted geometry. The level of theory is ωB97M-V/def2-TZVPD.

```
9
Properties=species:S:1:pos:R:3:forces:R:3
H 0.763870 -1.633174 1.200885 -0.611 -0.862 0.643
H 0.361414 2.060473 0.626678 -0.429 -0.348 -0.367
C -0.586476 0.213702 -0.845623 -0.369 1.988 1.520
C 0.712183 0.386683 -0.507460 0.508 0.491 1.262
O -1.363009 -0.759863 -0.409381 -0.579 -2.673 -0.261
Sm -1.311763 -2.476003 1.319583 1.074 2.101 -1.799
O 1.109684 1.511128 0.382797 0.726 -1.265 -2.494
H 1.427832 -0.436725 -0.607717 -0.076 0.637 1.063
H -1.113736 1.133779 -1.159762 -0.245 -0.069 0.434
```
Forces are in eV/Å.

Molar mass, Da: 210.41
Energy relative to the best compared isomer or geometry (same formula, charge and spin), eV: 1.422
Spin multiplicity: 7
Total energy, eV: -24131.7283
Gap between HOMO and LUMO (alpha / beta), eV: 4.407 / 4.501
Total charge: 0

---

This record from OMol25 describes C26H21N6O2Pb as an isolated structure. The level of theory is ωB97M-V/def2-TZVPD.

```
56
Properties=species:S:1:pos:R:3:forces:R:3
C 0.628584 3.170481 3.189595 0.021 0.070 0.073
H -4.895716 -0.638379 -1.890809 0.027 0.021 -0.006
C -3.953646 -0.468805 -1.371846 -0.034 0.064 0.104
H 0.252221 4.112554 3.565194 0.020 -0.032 -0.027
N 0.537265 5.092397 -1.724909 0.489 0.334 -0.067
H -3.852445 -1.236269 -0.602662 0.005 0.015 -0.006
H 2.534885 0.156391 -1.092257 0.059 0.037 0.036
C 0.805337 -5.108840 2.458027 0.023 -0.007 -0.012
C -0.450133 -4.840375 2.983582 -0.007 -0.002 -0.011
H 1.369090 -5.963133 2.812551 -0.035 0.029 -0.046
H 2.167521 2.941665 4.671387 -0.003 0.001 -0.019
H 3.160900 0.542097 -5.296732 0.019 -0.023 0.046
C 2.106578 -1.619885 -2.241955 -0.071 -0.008 0.130
C 1.606350 -2.493029 -1.162531 0.096 -0.054 -0.332
H 2.934376 0.751671 3.704477 0.006 -0.012 0.032
C 1.247253 -2.210535 0.080168 0.006 -0.099 0.290
C -3.278554 2.759893 0.169710 0.101 -0.129 -0.098
C 1.909065 -0.555388 1.676522 0.002 0.187 -0.070
C -0.611996 -2.893781 1.587333 0.033 -0.028 -0.035
C 2.154353 -2.163008 -3.527429 -0.035 -0.049 -0.034
C 0.055314 2.599860 2.068778 -0.035 -0.100 -0.184
C -1.163778 -3.732675 2.543410 0.035 0.043 -0.049
H -0.749638 3.103718 1.546631 0.093 -0.059 0.037
C 2.117164 1.311658 3.274740 0.009 -0.011 0.013
C 2.532150 -1.395118 -4.618640 -0.004 -0.022 0.030
Pb -0.533881 0.773149 -0.682428 -0.048 -0.510 -0.169
H -5.312581 3.639444 0.263278 0.017 -0.101 -0.061
H 1.434050 -3.528009 -1.439840 0.049 0.033 -0.042
H -1.173494 -2.038041 1.225081 -0.003 0.031 0.071
C -0.023495 6.257968 -1.989338 -0.263 -0.175 0.104
O 1.285651 -0.865881 0.517535 -0.241 -0.152 0.047
C 0.651406 -3.157918 1.056457 0.090 0.227 0.120
C 1.686204 2.520026 3.799088 0.025 -0.004 0.026
C 2.878270 -0.062885 -4.444306 -0.003 -0.006 -0.027
N -5.001537 1.667941 -0.578164 -0.119 0.058 0.021
N -0.025241 2.813104 -1.158573 0.160 0.601 -0.010
C 2.493860 -0.283023 -2.076289 -0.010 -0.023 -0.067
C -4.619115 2.853326 0.014430 0.022 -0.049 0.012
N 0.456358 1.431233 1.558296 0.005 0.071 0.069
C -3.917037 0.895415 -0.767413 0.059 0.099 0.080
N -0.468041 7.302026 -2.208539 0.135 -0.271 0.036
H -2.146921 -3.524958 2.946367 0.016 -0.006 -0.019
H 1.886533 -3.205345 -3.668182 0.002 0.077 -0.013
H -0.875705 -5.492158 3.736424 0.030 0.022 -0.027
C 0.206365 3.945943 -1.436371 -0.475 -0.082 -0.084
H 2.558098 -1.839214 -5.605844 -0.009 0.014 0.036
H 3.171278 1.515099 -3.021401 -0.014 -0.032 0.009
O 2.709498 -1.237940 2.231227 0.018 -0.152 0.026
C 2.871798 0.484443 -3.168495 -0.011 0.026 -0.013
H -2.596651 3.493694 0.570648 -0.104 -0.084 -0.090
H 2.347355 -4.464028 1.103706 -0.020 0.027 0.042
C 1.472096 0.795476 2.166876 -0.162 0.049 0.057
N -2.846666 1.533932 -0.318477 0.024 0.237 0.148
H -3.145868 -0.595542 -2.090905 -0.008 -0.003 -0.027
C 1.357445 -4.269661 1.498660 0.022 -0.080 -0.036
H -5.942519 1.419239 -0.835863 -0.002 -0.011 -0.014
```
Forces are in eV/Å.

Molar mass, Da: 656.69
Energy relative to the best compared isomer or geometry (same formula, charge and spin), eV: 0.189
Total energy, eV: -45580.5058
Gap between HOMO and LUMO, eV: 7.735
Total charge: +1

---

This record from OMol25 describes a 2-piece molecular cluster, H4OP2S2 overall at a distorted geometry. The level of theory is ωB97M-V/def2-TZVPD.

```
9
Properties=species:S:1:pos:R:3:forces:R:3
P -2.774587 -1.500480 -0.387135 -0.296 0.132 -0.512
H 1.364318 2.037454 -1.478174 0.636 0.735 -0.648
H -3.704569 -2.108551 0.482664 0.005 0.276 0.387
H -3.856852 -0.910723 -1.128524 0.354 -0.377 -0.021
O -3.876624 1.287447 0.451924 -0.081 -0.127 0.352
S -0.800405 1.216898 0.562769 -1.540 -0.729 0.176
H 2.489717 3.412768 -2.696848 -0.643 -0.386 0.311
S 2.645530 2.464117 -1.744740 -0.006 -0.358 0.339
P -2.623719 0.528864 0.468194 1.571 0.834 -0.383
```
Forces are in eV/Å.

Molar mass, Da: 146.11
Energy relative to the best compared isomer or geometry (same formula, charge and spin), eV: 1.578
Total energy, eV: -42360.0689
Gap between HOMO and LUMO, eV: 8.335
Total charge: 0